A cluster of 3 separate species, C4H14O2S in total in a non-equilibrium geometry. Source: the Open Molecules 2025 dataset; level of theory: wB97M-V/def2-TZVPD.

For the largest force on an atom, the calculation gives 4.21 eV/A. As for the SMILES: CCCCS.O.O. As for the electronic energy: -709.40489 hartree. The value obtained for the relative energy (zero: lowest compared OMol25 entry of this formula, charge and spin) is 159.6 kJ/mol. The calculation puts the HOMO energy at -9.07 eV.

Element x y z (Å)
C  -3.01745  0.29959  0.18964
C  -1.70901  0.15063  -0.67862
C  -1.09935  -1.24606  -0.55954
C  0.17245  -1.52940  -1.36532
S  0.26653  -3.49448  -1.28191
H  -2.96587  0.99813  1.09514
H  -3.97731  0.55068  -0.45123
H  -3.22219  -0.80577  0.67165
H  -0.96716  0.92812  -0.42268
H  -2.02150  0.22288  -1.75961
H  -1.90223  -1.96720  -0.85465
H  -0.84267  -1.40195  0.59219
H  1.18905  -1.35372  -0.81742
H  0.09248  -1.03062  -2.31286
H  1.40255  -3.63247  -1.96633
O  3.73010  1.84717  0.51484
H  4.23292  2.67444  0.76976
H  3.54049  1.89762  -0.37422
O  2.05085  2.58108  3.02447
H  2.28862  1.94318  2.33027
H  2.75871  2.36814  3.65643

Here are the Mulliken charges for atoms 1 to 8, given in e: atom 1 (C): -0.95, atom 2 (C): -0.35, atom 3 (C): -0.77, atom 4 (C): -0.58, atom 5 (S): -0.23, atom 6 (H): 0.27, atom 7 (H): 0.26, atom 8 (H): 0.25

***

A cluster of 2 separate species, C4H9N2O in total in a non-equilibrium geometry. Source: the Open Molecules 2025 dataset; level of theory: wB97M-V/def2-TZVPD.

For the largest force on an atom, the calculation gives 4.81 eV/A. As for the electronic energy: -342.27565 hartree. As for the net charge: +1. The value obtained for the relative energy (zero: lowest compared OMol25 entry of this formula, charge and spin) is 214.3 kJ/mol. The calculation puts the HOMO energy at -14.23 eV.

Element x y z (Å)
C  3.88052  -0.07238  -0.46933
C  1.52417  0.81749  0.02096
C  -2.42951  -0.72282  -0.69128
C  -2.70379  -0.14838  0.62299
N  2.47874  0.19595  -0.31435
N  -1.96248  0.66979  1.20161
O  0.41162  1.21168  0.14148
H  4.11260  -1.14735  -0.41717
H  4.18640  0.38843  -1.44032
H  -2.11246  -1.87498  -0.64828
H  -3.26950  -0.63598  -1.35087
H  -1.56424  -0.29560  -1.04459
H  -3.59219  -0.67324  1.10281
H  -2.30593  1.00794  2.05334
H  4.33251  0.45855  0.52491
H  -0.98646  0.82091  0.70808

Here are the Mulliken charges for atoms 1 to 8, given in e: atom 1 (C): -0.53, atom 2 (C): 0.48, atom 3 (C): -1.12, atom 4 (C): 0.38, atom 5 (N): -0.11, atom 6 (N): -0.15, atom 7 (O): -0.65, atom 8 (H): 0.22

***

A structure of composition H10NaO5. Source: the Open Molecules 2025 dataset; level of theory: wB97M-V/def2-TZVPD.

For the largest force on an atom, the calculation gives 0.44 eV/A. As for the electronic energy: -544.36490 hartree. As for the net charge: +1. The value obtained for the relative energy (zero: lowest compared OMol25 entry of this formula, charge and spin) is 18.8 kJ/mol. The calculation puts the HOMO energy at -15.37 eV.

Element x y z (Å)
Na  -8.04471  -12.25951  -22.60109
O  -9.78936  -11.32023  -21.37014
H  -10.65034  -11.74832  -21.46768
H  -9.92240  -10.65072  -20.68782
O  -5.92939  -12.76013  -23.82722
H  -5.28600  -13.44446  -24.04825
H  -5.97936  -12.18779  -24.60665
O  -6.84553  -14.08240  -20.99210
H  -6.18263  -14.05736  -20.29066
H  -7.08226  -15.01398  -21.07335
O  -9.44171  -14.46314  -23.37229
H  -10.14442  -15.10520  -23.53340
H  -8.62370  -14.94805  -23.54257
O  -8.22846  -10.50366  -24.33873
H  -8.00752  -9.60762  -24.62235
H  -8.91192  -10.79431  -24.95845

Here are the Mulliken charges for atoms 1 to 8, given in e: atom 1 (Na): 0.78, atom 2 (O): -0.59, atom 3 (H): 0.31, atom 4 (H): 0.29, atom 5 (O): -0.58, atom 6 (H): 0.30, atom 7 (H): 0.32, atom 8 (O): -0.53

***

The ion C4H4NO4 with charge -1 in a non-equilibrium geometry. Source: the Open Molecules 2025 dataset; level of theory: wB97M-V/def2-TZVPD.

For the largest force on an atom, the calculation gives 1.30 eV/A. As for the SMILES: COC(O)=C=NC(=O)[O-]. As for the electronic energy: -510.53190 hartree. As for the net charge: -1. The value obtained for the relative energy (zero: lowest compared OMol25 entry of this formula, charge and spin) is 211.3 kJ/mol. The calculation puts the HOMO energy at -3.49 eV.

Element x y z (Å)
C  -1.97417  -1.29511  0.90745
O  -0.91995  -1.19952  -0.01975
C  -0.12795  -0.07343  0.09582
O  -0.79886  1.08831  0.51546
C  1.19727  -0.10375  0.17792
N  2.31671  0.24339  -0.12936
C  2.41387  1.00238  -1.47949
O  2.02333  2.15104  -1.33393
O  2.88024  0.36226  -2.39367
H  -2.73566  -0.53079  0.71683
H  -1.61785  -1.18345  1.94061
H  -2.40756  -2.28759  0.77213
H  -0.24943  1.82625  0.22997

Here are the Mulliken charges for atoms 1 to 8, given in e: atom 1 (C): -0.70, atom 2 (O): -0.36, atom 3 (C): 0.34, atom 4 (O): -0.55, atom 5 (C): 0.29, atom 6 (N): -0.51, atom 7 (C): 0.69, atom 8 (O): -0.66